Computed, not measured: a cluster of 2 separate species, C5H14 in total, with ωB97M-V with the def2-TZVPD basis set.

2S+1: 1
Relative energy (zero: lowest compared OMol25 entry of this formula, charge and spin): 0.8760 eV
DFT total energy: -198.8570 hartree
Total charge: 0
E_LUMO: 0.0409 Ha
Kohn-Sham gap: 12.126 eV

Bonds (Å) are listed after each position.
Element x y z (Å)
1 C -0.4662 0.1317 -1.4108  C2 1.559, C3 1.510, H4 1.092, H5 1.105
2 C -1.0542 0.2210 -2.8519  C1 1.559, H6 1.102, H7 1.089, H10 1.088
3 C 1.0113 -0.1390 -1.5636  C1 1.510, H8 1.098, H9 1.088, H11 1.096
4 H -1.0163 -0.5997 -0.8150  C1 1.092
5 H -0.6534 1.1316 -0.9787  C1 1.105
6 H -1.9926 -0.3441 -2.9697  C2 1.102
7 H -1.2598 1.2641 -3.0880  C2 1.089
8 H 1.5032 -0.5893 -0.6912  C3 1.098
9 H 1.6265 0.6239 -2.0369  C3 1.088
10 H -0.3486 -0.2411 -3.5391  C2 1.088
11 H 1.1709 -1.0683 -2.1232  C3 1.096
12 C 0.4625 0.2322 3.3997  C13 1.525, H14 1.093, H15 1.084, H16 1.093
13 C -0.1581 -0.2374 2.0877  C12 1.525, H17 1.105, H18 1.083, H19 1.090
14 H 0.3811 -0.6102 4.0912  C12 1.093
15 H 1.5392 0.3513 3.4498  C12 1.084
16 H 0.1536 1.2059 3.7887  C12 1.093
17 H -0.4389 -1.2990 2.2133  C13 1.105
18 H -1.0459 0.2774 1.7434  C13 1.083
19 H 0.5858 -0.3111 1.2944  C13 1.090